[1]
Below is an isolated ion of composition C24H29F6OSi and charge +1, with properties calculated with the ωB97M-V functional and the def2-TZVPD basis.

Results
Highest occupied orbital energy (eV): -12.5173
Total charge: +1
LUMO level (hartree): -0.1742
Gap between HOMO and LUMO (eV): 7.78
2S+1: 1

Geometry as XYZ:
```
61
Properties=species:S:1:pos:R:3:forces:R:3:nbo_charge:R:1
C 0.389 0.097 1.351 3.6 -1.3 2.5 -0.194
C 3.018 1.724 -0.704 0.1 -0.5 0.6 -0.610
C 2.578 -4.706 -1.019 0.5 -1.2 -0.3 0.966
H 1.267 0.589 1.901 -1.0 -1.3 -0.3 0.233
F -4.930 -1.033 4.868 0.9 0.6 0.3 -0.322
C -0.881 -0.120 -4.303 0.2 0.0 0.0 -1.144
O -0.183 1.568 -2.133 1.7 0.4 2.5 -0.717
F -3.537 -0.863 6.551 -0.3 0.6 -1.0 -0.319
H -3.099 2.356 -2.058 -0.1 -0.1 -0.2 0.254
C 2.303 -1.338 0.647 -0.1 -0.3 0.4 -0.198
F 3.240 -5.526 -0.144 -0.4 0.7 -0.8 -0.320
H 0.019 -4.367 -0.218 0.2 0.3 0.1 0.249
C 0.925 -1.231 0.844 -0.2 -0.2 -0.5 -0.043
C 2.852 -2.474 0.067 -0.2 0.3 -0.2 -0.202
H 1.398 3.082 -3.425 0.2 -0.2 0.0 0.226
H 0.133 -0.530 -4.197 -0.2 0.0 -0.1 0.253
H -0.885 0.987 0.355 -0.5 1.7 -1.0 0.296
C 1.747 3.915 -0.934 -0.2 0.4 0.1 -0.597
F 3.462 -4.364 -2.009 -0.7 -0.1 1.0 -0.323
C -2.225 1.011 4.025 -0.2 0.1 -0.4 -0.180
H 1.488 4.023 0.124 0.1 0.0 -0.1 0.215
H 2.696 4.449 -1.106 -0.3 -0.4 0.1 0.246
C -2.741 -0.222 4.399 -0.2 0.0 0.5 -0.128
H 0.987 4.426 -1.538 0.1 -0.1 0.2 0.226
H -2.561 -1.440 -1.775 0.3 0.3 0.0 0.275
C -2.916 1.738 -2.946 0.0 0.0 0.2 -1.145
H -3.823 1.134 -3.140 0.4 0.3 0.0 0.269
C 1.867 2.450 -1.394 0.2 0.1 0.1 -0.163
Si -1.476 0.594 -2.697 -1.5 -1.2 -0.4 1.848
H -0.625 -2.271 2.791 -0.2 0.3 -0.2 0.235
H -2.082 -0.384 -0.449 0.1 -0.1 -0.2 0.238
H 0.476 2.136 0.930 -0.8 -0.6 -1.0 0.282
C 0.114 -2.343 0.538 0.0 0.2 0.3 -0.223
H 2.172 1.475 -3.325 0.0 0.2 0.0 0.220
H -2.616 1.931 4.462 0.1 -0.3 -0.1 0.247
C -1.761 -0.757 -1.433 -0.1 0.0 -0.1 -1.163
H -0.845 2.027 2.755 -0.2 0.0 -0.1 0.201
C 2.002 -3.512 -0.295 0.4 -0.6 -0.4 -0.062
C -1.130 -1.336 3.023 0.3 -0.1 0.0 -0.205
H -0.849 -1.364 -1.312 -0.4 0.3 -0.1 0.260
C 0.572 1.687 -1.082 -0.1 -0.6 -1.8 0.816
H 2.953 -0.557 1.030 -0.1 0.0 -0.3 0.219
C 0.651 -3.507 0.014 0.2 0.3 -0.3 -0.198
C -3.898 -0.280 5.364 -0.8 -0.2 0.7 0.976
F 1.624 -5.474 -1.616 0.6 0.7 0.5 -0.321
C -1.257 1.063 3.032 0.4 -0.4 0.1 -0.169
C -2.171 -1.410 3.955 0.3 0.6 -0.6 -0.168
H 2.905 1.735 0.392 0.1 0.1 -0.3 0.209
H 3.918 -2.505 -0.141 -0.2 -0.2 0.1 0.245
H 3.026 0.673 -1.022 0.1 0.2 0.1 0.225
H 3.131 2.949 -3.074 -0.3 -0.2 0.2 0.237
H -1.547 -0.944 -4.615 0.2 0.3 0.1 0.269
C -0.699 -0.104 2.483 -0.4 1.0 -0.7 -0.044
F -4.403 0.959 5.639 0.5 -1.1 -0.1 -0.319
C 0.176 1.243 0.292 -1.8 1.2 0.9 -0.611
H 4.004 2.149 -0.955 -0.5 0.1 0.0 0.251
H -0.875 0.645 -5.091 0.0 -0.2 0.1 0.260
H -0.954 -2.352 0.732 0.2 0.3 -0.1 0.233
H -2.536 -2.381 4.286 0.1 0.3 0.0 0.248
C 2.150 2.484 -2.897 -0.1 -0.1 -0.4 -0.603
H -2.738 2.398 -3.804 -0.1 -0.1 0.2 0.261
```
Positions in Å, forces in eV/Å.

---

[2]
Below is C24H29N2O3PtS5 as an isolated structure, with properties calculated with the ωB97M-V functional and the def2-TZVPD basis.

Results
Highest occupied orbital energy (alpha / beta) (eV): -9.5641 / -9.5613
Total charge: +1
LUMO level (alpha / beta) (hartree): -0.1174 / -0.2082
Gap between HOMO and LUMO (alpha / beta) (eV): 6.37 / 3.90
2S+1: 3

Geometry as XYZ:
```
64
Properties=species:S:1:pos:R:3:forces:R:3:nbo_charge:R:1
H -5.527 4.556 1.330 0.0 0.0 0.0 0.240
C -2.052 3.995 -0.189 -0.1 -0.1 0.1 -0.307
H -3.076 3.221 -1.917 0.0 0.0 0.0 0.235
H 4.219 -3.226 1.003 0.1 0.1 0.0 0.263
H -1.554 -4.106 -1.290 0.0 0.0 0.0 0.259
S 0.042 -0.347 2.523 0.0 0.0 -0.6 0.380
C 3.428 -1.486 0.132 -0.1 -0.1 0.0 -0.530
H 2.200 -1.033 3.240 0.0 0.0 0.0 0.243
H -2.139 0.810 -1.133 -0.3 -0.1 0.0 0.402
H 1.390 -2.841 3.271 0.0 0.0 0.1 0.223
H 4.444 -1.084 0.115 0.0 -0.1 0.0 0.241
Pt 0.073 0.288 0.102 0.5 0.0 0.1 0.849
C -4.435 3.854 -0.370 0.0 0.0 0.0 -0.196
H -1.224 6.301 -1.193 0.0 0.0 0.0 0.236
H -4.148 -0.598 1.072 0.0 0.0 0.0 0.215
C -1.755 -1.997 -0.903 -0.1 0.1 -0.2 -0.312
O -2.340 -6.034 0.361 0.0 0.1 0.0 -1.010
H 3.611 6.065 -0.147 0.0 0.0 0.0 0.233
C -3.410 4.761 1.621 0.0 0.0 0.0 -0.207
C 0.588 7.408 -0.886 0.0 0.0 0.0 -0.185
S 1.958 -3.747 1.114 0.1 -0.1 0.0 0.276
C -3.595 -1.366 0.538 0.1 0.0 0.2 -0.284
C -2.116 -3.324 -0.794 -0.1 -0.1 0.1 -0.163
O -4.223 -5.694 -1.165 0.1 0.1 0.1 -0.982
C 0.828 -3.135 2.386 0.0 0.1 -0.1 -0.571
C -3.952 -2.705 0.644 0.0 -0.1 0.0 -0.167
H -0.900 -1.705 -1.512 -0.1 0.0 0.0 0.211
H -4.793 -3.019 1.249 0.0 0.0 0.0 0.267
C -2.487 -1.035 -0.215 -0.1 0.2 -0.2 0.142
H -1.266 4.860 1.627 0.0 0.0 0.0 0.223
S -0.483 3.518 -0.857 0.0 -0.2 -0.3 1.118
O -4.551 -5.447 1.256 0.1 0.0 -0.1 -1.001
H 3.469 -2.210 2.196 0.1 0.0 0.0 0.215
H 0.116 8.365 -1.063 0.0 0.0 0.0 0.237
C 0.455 5.030 -0.720 0.0 0.0 0.1 -0.175
H 0.234 -4.004 2.668 0.0 0.0 0.0 0.288
H -2.484 0.907 0.465 -0.1 0.0 0.0 0.412
H 2.277 3.977 -0.294 0.0 0.0 0.0 0.236
H 2.525 8.251 -0.526 0.0 0.0 0.0 0.236
C -0.169 6.249 -0.959 0.0 0.0 0.0 -0.236
S 2.443 0.049 0.213 -0.1 0.2 -0.2 0.328
H 3.695 0.600 2.174 0.0 0.0 0.0 0.257
H 2.357 1.686 1.828 0.0 0.0 0.0 0.245
H 1.761 0.545 3.841 0.0 0.0 0.0 0.260
H 3.215 -1.881 -0.862 0.0 0.0 0.0 0.260
H 0.059 -2.015 0.761 -0.1 0.1 0.0 0.244
C -2.153 4.561 1.080 -0.1 0.0 -0.1 -0.155
C -3.177 3.642 -0.923 -0.1 0.0 0.0 -0.213
C -4.548 4.400 0.899 0.0 0.0 0.0 -0.164
C 2.553 6.114 -0.368 0.0 0.0 0.0 -0.190
C -3.209 -3.685 -0.004 0.1 0.4 -0.1 -0.284
C 2.640 0.635 1.898 0.0 0.0 0.1 -0.563
H -1.157 -2.278 1.992 0.0 0.0 0.1 0.277
H -5.321 3.594 -0.934 0.0 0.0 0.0 0.242
S -3.636 -5.416 0.130 -0.2 -0.5 0.1 2.423
C 3.349 -2.593 1.184 -0.1 0.1 0.0 -0.573
C 1.811 4.942 -0.441 0.0 0.1 0.0 -0.239
C 1.790 -0.073 2.942 0.0 0.0 0.3 -0.564
C 1.943 7.341 -0.585 0.0 0.0 0.0 -0.172
H 0.265 2.814 1.095 0.0 0.2 -0.1 0.372
C -0.100 -2.050 1.838 0.0 -0.2 0.5 -0.555
H -3.509 5.203 2.603 0.0 0.0 0.0 0.238
N -2.006 0.347 -0.235 0.0 0.0 -0.2 -0.844
N 0.216 2.469 0.139 0.3 0.1 0.4 -1.182
```
Positions in Å, forces in eV/Å.

---

Energy relative to the best compared isomer or geometry (same formula, charge and spin) per entry: 0.000; 2.838 eV
Maximum force per entry: 0.0880; 0.0107 hartree/bohr
Molecular weight per entry: 475.57; 748.92 g/mol